[1]
The following is a DFT calculation (ωB97M-V with the def2-TZVPD basis set) of a structure of composition C33H26BrClIMoN3O4S2.

Positions of all 72 atoms, in Å:
Mo (0.11, 0.23, -0.07)
O (1.90, -0.58, -0.01)
S (3.23, -1.09, 0.63)
C (3.97, -1.94, -0.80)
C (2.99, -2.30, -1.92)
C (2.84, -1.20, -2.98)
C (1.67, -1.49, -3.92)
S (0.16, -0.56, -3.52)
O (0.29, -0.39, -2.00)
C (0.49, 1.03, -4.24)
C (1.17, 2.02, -3.55)
C (1.39, 3.23, -4.19)
C (0.93, 3.44, -5.48)
C (0.24, 2.43, -6.15)
C (0.01, 1.22, -5.53)
C (2.74, -2.38, 1.71)
C (3.45, -2.46, 2.90)
C (3.12, -3.47, 3.80)
C (2.08, -4.34, 3.51)
C (1.37, -4.23, 2.32)
C (1.70, -3.25, 1.40)
H (4.44, -2.81, -0.35)
H (4.76, -1.27, -1.15)
H (2.02, -2.57, -1.50)
H (3.38, -3.20, -2.39)
H (3.76, -1.16, -3.57)
H (2.73, -0.23, -2.51)
H (1.37, -2.54, -3.90)
H (1.88, -1.22, -4.96)
H (1.53, 1.85, -2.55)
H (1.92, 4.02, -3.67)
H (1.10, 4.39, -5.97)
H (-0.12, 2.60, -7.16)
H (-0.56, 0.44, -6.04)
H (4.25, -1.75, 3.13)
H (3.66, -3.55, 4.74)
H (1.82, -5.10, 4.23)
H (0.55, -4.91, 2.12)
H (1.13, -3.15, 0.49)
Cl (-0.21, 5.56, 4.97)
C (-0.32, 4.21, 3.91)
C (-1.06, 3.09, 4.29)
C (-1.18, 1.99, 3.46)
C (-0.54, 2.02, 2.23)
O (-0.72, 0.97, 1.38)
C (0.23, 3.12, 1.84)
C (0.95, 3.11, 0.60)
O (1.00, 2.14, -0.17)
C (0.32, 4.23, 2.69)
H (-1.54, 3.09, 5.26)
H (-1.77, 1.13, 3.74)
H (1.51, 4.01, 0.32)
H (0.91, 5.10, 2.40)
N (-0.85, -1.48, 0.31)
C (-1.56, -2.17, 0.96)
C (-2.38, -2.97, 1.67)
C (-3.71, -3.21, 1.22)
N (-4.78, -3.37, 0.83)
C (-1.84, -3.55, 2.86)
N (-1.35, -3.97, 3.82)
Br (-3.28, 3.93, 0.77)
C (-4.10, 2.24, 0.87)
C (-5.13, 2.08, 1.78)
C (-5.83, 0.88, 1.85)
C (-5.50, -0.17, 1.01)
C (-4.46, -0.03, 0.10)
C (-3.76, 1.17, 0.04)
I (-2.26, 1.35, -1.38)
H (-5.41, 2.91, 2.43)
H (-6.64, 0.78, 2.56)
H (-6.04, -1.11, 1.05)
H (-4.21, -0.85, -0.56)

2S+1: 1
energy above the lowest of the compared OMol25 structures with the same formula, charge and spin: 6.44 kcal/mol
charge: +2
HOMO energy (spin up / spin down): -13.5 / -13.5 eV

[2]
The following is a DFT calculation (ωB97M-V with the def2-TZVPD basis set) of a structure of composition H15NaO9.

Positions of all 25 atoms, in Å:
Na (-0.20, -0.37, 0.16)
O (-1.69, 1.42, -3.20)
H (-1.32, 2.18, -3.69)
O (1.52, 2.56, 2.04)
H (2.17, 1.95, 1.65)
O (-1.67, -3.69, -0.93)
H (-1.70, -4.39, -0.24)
O (2.06, -3.63, 1.25)
H (1.52, -3.76, 0.48)
H (2.28, -4.51, 1.55)
O (4.50, 0.70, -0.63)
H (5.30, 0.47, -0.16)
H (4.58, 1.65, -0.78)
O (2.16, 0.37, -4.28)
H (1.36, 0.69, -3.86)
H (2.74, 0.15, -3.55)
O (-4.71, -1.06, 0.51)
H (-5.04, -0.61, -0.26)
H (-4.23, -1.82, 0.15)
O (-2.41, 3.68, -0.05)
H (-2.32, 3.03, -0.75)
H (-1.57, 3.67, 0.40)
O (-0.99, 0.06, 4.74)
H (-0.45, 0.83, 4.55)
H (-1.87, 0.42, 4.90)

2S+1: 1
energy above the lowest of the compared OMol25 structures with the same formula, charge and spin: 123.38 kcal/mol
charge: -2
HOMO energy: -1.1 eV

[3]
The following is a DFT calculation (ωB97M-V with the def2-TZVPD basis set) of a structure of composition C7H10I2NSi.

Positions of all 21 atoms, in Å:
C (3.65, 2.49, 0.15)
C (3.83, 1.21, 0.65)
C (2.47, 2.92, -0.47)
C (2.76, 0.32, 0.54)
C (1.34, 2.04, -0.39)
C (1.51, 0.72, 0.13)
C (-3.50, -2.35, 0.61)
N (-3.41, -2.60, -0.84)
Si (-2.48, -0.83, 1.44)
I (0.18, -0.83, -0.25)
I (-3.63, 0.76, -0.19)
H (4.48, 3.25, 0.21)
H (4.73, 0.74, 1.18)
H (2.49, 3.97, -0.76)
H (2.91, -0.71, 0.82)
H (0.46, 2.37, -0.98)
H (-3.25, -3.16, 1.14)
H (-4.54, -2.14, 0.76)
H (-3.23, -1.82, -1.42)
H (-4.12, -3.13, -1.24)
H (-2.64, -3.20, -1.08)

2S+1: 1
energy above the lowest of the compared OMol25 structures with the same formula, charge and spin: 85.96 kcal/mol
charge: +1
HOMO energy: -11.9 eV

[4]
The following is a DFT calculation (ωB97M-V with the def2-TZVPD basis set) of a cluster of 12 separate species, C32H25Cl46F2NO7 in total.

Positions of all 113 atoms, in Å:
C (1.76, -2.11, 1.18)
C (2.77, -1.54, 2.20)
O (2.97, -0.15, 2.11)
C (4.06, 0.17, 1.26)
C (3.87, 1.58, 0.69)
O (2.89, 1.44, -0.35)
C (2.16, 2.63, -0.60)
N (3.16, 3.71, -0.58)
C (3.70, 4.03, -1.87)
O (4.76, 3.61, -2.20)
F (3.04, 4.85, -2.72)
C (2.79, 4.87, 0.19)
O (3.59, 5.39, 0.90)
F (1.57, 5.42, 0.10)
O (1.25, 2.65, 0.51)
C (0.55, 1.44, 0.25)
O (0.19, 0.66, 1.05)
O (0.36, 1.41, -1.12)
C (1.08, 2.51, -1.70)
C (0.22, 3.77, -2.02)
C (-0.98, 4.02, -1.06)
C (-2.38, 3.83, -1.72)
C (-2.73, 2.36, -1.97)
C (-2.67, 1.42, -0.95)
C (-2.95, 0.09, -1.19)
C (-3.29, -0.31, -2.47)
C (-3.39, 0.62, -3.49)
C (-3.11, 1.95, -3.23)
C (1.49, 1.97, -3.12)
Cl (0.09, 1.01, -3.77)
C (2.78, 1.06, -3.18)
C (3.32, 1.09, -4.65)
Cl (2.32, -0.65, -2.86)
H (1.59, -1.45, 0.32)
H (0.79, -2.27, 1.68)
H (2.05, -3.10, 0.79)
H (3.69, -2.14, 2.16)
H (2.34, -1.72, 3.19)
H (4.01, -0.55, 0.42)
H (5.04, 0.04, 1.73)
H (3.57, 2.21, 1.53)
H (4.84, 1.87, 0.25)
H (-0.20, 3.62, -3.02)
H (0.82, 4.69, -2.07)
H (-0.97, 3.45, -0.13)
H (-0.95, 5.08, -0.77)
H (-2.38, 4.32, -2.71)
H (-3.16, 4.33, -1.14)
H (-2.38, 1.78, 0.04)
H (-2.86, -0.62, -0.37)
H (-3.47, -1.37, -2.65)
H (-3.66, 0.29, -4.48)
H (-3.18, 2.69, -4.03)
H (1.61, 2.78, -3.85)
H (3.60, 1.40, -2.54)
H (3.12, 2.06, -5.12)
H (4.41, 0.98, -4.58)
H (2.97, 0.23, -5.22)
C (0.95, -0.20, 5.92)
Cl (1.62, -1.83, 6.07)
Cl (0.30, 0.02, 4.29)
Cl (-0.34, 0.02, 7.11)
Cl (2.22, 0.99, 6.20)
C (4.69, -5.46, 2.76)
Cl (4.93, -4.34, 1.41)
Cl (3.68, -4.70, 3.99)
Cl (3.90, -6.93, 2.16)
Cl (6.26, -5.89, 3.45)
C (-6.25, 4.60, 0.05)
Cl (-5.55, 5.33, 1.51)
Cl (-6.19, 5.76, -1.28)
Cl (-5.32, 3.16, -0.38)
Cl (-7.93, 4.15, 0.37)
C (8.24, -3.19, -0.29)
Cl (9.80, -2.53, -0.81)
Cl (7.17, -1.85, 0.15)
Cl (7.52, -4.10, -1.62)
Cl (8.46, -4.25, 1.10)
C (-7.38, 1.13, -5.51)
Cl (-7.18, 2.18, -6.92)
Cl (-8.40, 1.95, -4.32)
Cl (-8.15, -0.38, -6.01)
Cl (-5.79, 0.79, -4.80)
C (12.15, -3.95, 3.29)
Cl (12.83, -5.58, 3.43)
Cl (11.49, -3.72, 1.67)
Cl (10.85, -3.76, 4.48)
Cl (13.41, -2.75, 3.60)
C (5.24, -4.01, 7.93)
Cl (6.31, -2.83, 8.70)
Cl (6.12, -4.86, 6.65)
Cl (4.68, -5.17, 9.14)
Cl (3.85, -3.17, 7.22)
C (-8.44, 0.34, 2.22)
Cl (-7.23, 1.19, 1.24)
Cl (-8.10, -1.39, 2.21)
Cl (-8.37, 0.94, 3.88)
Cl (-10.05, 0.64, 1.55)
C (-7.22, -5.45, 2.45)
Cl (-6.10, -4.33, 3.24)
Cl (-8.24, -4.55, 1.32)
Cl (-6.31, -6.68, 1.57)
Cl (-8.24, -6.22, 3.67)
C (-13.48, 1.43, -0.76)
Cl (-14.65, 0.53, -1.74)
Cl (-12.01, 1.71, -1.70)
Cl (-14.18, 2.97, -0.27)
Cl (-13.08, 0.48, 0.68)
C (0.21, -3.94, -4.67)
Cl (1.75, -3.23, -5.17)
Cl (-0.99, -2.65, -4.46)
Cl (-0.35, -5.07, -5.91)
Cl (0.42, -4.80, -3.14)

2S+1: 1
SMILES: CCOCCO[C@]1(N(C(=O)F)C(=O)F)OC(=O)O[C@]1(CCCc1ccccc1)[C@H](Cl)[C@H](C)Cl.ClC(Cl)(Cl)Cl.ClC(Cl)(Cl)Cl.ClC(Cl)(Cl)Cl.ClC(Cl)(Cl)Cl.ClC(Cl)(Cl)Cl.ClC(Cl)(Cl)Cl.ClC(Cl)(Cl)Cl.ClC(Cl)(Cl)Cl.ClC(Cl)(Cl)Cl.ClC(Cl)(Cl)Cl.ClC(Cl)(Cl)Cl
HOMO energy: -9.2 eV

[5]
The following is a DFT calculation (ωB97M-V with the def2-TZVPD basis set) of a cluster of 9 separate species, C46H108Br3N6O2 in total.

Positions of all 165 atoms, in Å:
C (-21.59, -26.57, 29.19)
C (-21.08, -26.01, 30.52)
C (-21.17, -26.94, 31.64)
C (-20.79, -26.29, 33.00)
N (-20.60, -27.36, 34.11)
C (-19.33, -28.24, 33.93)
C (-18.38, -27.98, 35.15)
C (-19.36, -27.65, 36.26)
C (-20.47, -26.83, 35.57)
C (-21.83, -28.31, 34.02)
H (-21.68, -25.88, 28.35)
H (-22.59, -26.96, 29.39)
H (-21.07, -27.48, 28.90)
H (-21.69, -25.14, 30.77)
H (-20.14, -25.49, 30.30)
H (-20.58, -27.82, 31.40)
H (-22.15, -27.41, 31.60)
H (-21.53, -25.57, 33.34)
H (-19.89, -25.68, 32.98)
H (-19.68, -29.26, 34.09)
H (-18.92, -28.30, 32.92)
H (-17.81, -28.90, 35.29)
H (-17.65, -27.17, 35.05)
H (-19.59, -28.52, 36.87)
H (-18.89, -27.02, 37.02)
H (-21.43, -26.98, 36.08)
H (-20.27, -25.76, 35.50)
H (-22.65, -27.59, 33.99)
H (-21.75, -28.94, 34.90)
H (-21.88, -28.86, 33.07)
C (-24.42, -18.12, 33.29)
C (-24.94, -19.60, 33.24)
C (-24.78, -20.49, 34.49)
C (-25.44, -20.00, 35.77)
N (-25.53, -21.14, 36.83)
C (-26.52, -22.17, 36.24)
C (-26.94, -22.97, 37.51)
C (-26.95, -21.91, 38.63)
C (-26.24, -20.69, 38.14)
C (-24.12, -21.74, 37.05)
H (-23.41, -18.02, 33.71)
H (-25.03, -17.45, 33.90)
H (-24.45, -17.71, 32.28)
H (-24.50, -20.04, 32.34)
H (-26.00, -19.46, 33.01)
H (-23.71, -20.65, 34.65)
H (-25.19, -21.47, 34.25)
H (-26.35, -19.48, 35.49)
H (-24.80, -19.18, 36.12)
H (-26.03, -22.90, 35.58)
H (-27.37, -21.69, 35.77)
H (-26.19, -23.76, 37.65)
H (-27.93, -23.39, 37.36)
H (-26.35, -22.27, 39.46)
H (-27.92, -21.65, 39.06)
H (-25.56, -20.20, 38.84)
H (-26.97, -19.93, 37.86)
H (-24.20, -22.38, 37.93)
H (-23.45, -20.93, 37.33)
H (-23.79, -22.26, 36.15)
C (-16.09, -24.97, 36.31)
C (-16.58, -24.58, 37.69)
C (-18.10, -24.14, 37.82)
C (-18.66, -24.21, 39.25)
N (-20.16, -23.78, 39.25)
C (-20.66, -24.01, 40.72)
C (-21.73, -25.10, 40.62)
C (-22.37, -24.85, 39.22)
C (-21.11, -24.77, 38.39)
C (-20.44, -22.33, 38.80)
H (-15.05, -24.76, 36.06)
H (-16.66, -24.48, 35.52)
H (-16.18, -26.04, 36.16)
H (-15.94, -23.80, 38.11)
H (-16.54, -25.42, 38.39)
H (-18.77, -24.61, 37.10)
H (-18.11, -23.07, 37.61)
H (-18.00, -23.56, 39.82)
H (-18.62, -25.22, 39.65)
H (-21.19, -23.09, 40.96)
H (-19.85, -24.20, 41.44)
H (-22.37, -24.86, 41.47)
H (-21.18, -26.04, 40.68)
H (-23.11, -24.06, 39.22)
H (-22.99, -25.68, 38.87)
H (-21.18, -24.43, 37.36)
H (-20.55, -25.71, 38.31)
H (-21.49, -22.12, 39.03)
H (-20.33, -22.13, 37.73)
H (-19.72, -21.67, 39.28)
C (-14.54, -19.73, 33.96)
C (-15.66, -20.51, 34.66)
C (-16.55, -19.56, 35.43)
C (-17.89, -20.02, 36.01)
N (-18.74, -18.75, 36.28)
C (-20.08, -19.23, 37.01)
C (-21.14, -18.27, 36.61)
C (-20.81, -18.28, 35.08)
C (-19.25, -18.02, 35.05)
C (-18.02, -17.77, 37.19)
H (-13.92, -20.47, 33.45)
H (-14.01, -19.23, 34.77)
H (-14.91, -18.98, 33.27)
H (-15.24, -21.22, 35.38)
H (-16.35, -21.07, 34.03)
H (-16.70, -18.58, 34.97)
H (-16.04, -19.46, 36.38)
H (-17.78, -20.67, 36.88)
H (-18.47, -20.61, 35.29)
H (-19.93, -19.27, 38.09)
H (-20.28, -20.21, 36.58)
H (-21.04, -17.25, 36.97)
H (-22.10, -18.76, 36.76)
H (-21.38, -17.62, 34.43)
H (-20.96, -19.25, 34.61)
H (-19.02, -16.96, 35.16)
H (-18.80, -18.49, 34.18)
H (-18.65, -16.99, 37.61)
H (-17.13, -17.41, 36.67)
H (-17.65, -18.24, 38.10)
C (-27.51, -27.44, 42.00)
N (-27.29, -25.93, 42.01)
C (-28.11, -25.31, 43.19)
C (-25.79, -25.66, 42.27)
C (-27.88, -25.29, 40.67)
C (-27.42, -25.98, 39.36)
O (-26.01, -25.76, 39.21)
H (-28.53, -27.61, 41.64)
H (-27.30, -27.74, 43.03)
H (-26.84, -27.92, 41.29)
H (-29.18, -25.44, 43.03)
H (-27.81, -24.27, 43.06)
H (-27.70, -25.62, 44.15)
H (-25.66, -24.58, 42.26)
H (-25.22, -26.07, 41.43)
H (-25.60, -26.21, 43.19)
H (-27.67, -24.23, 40.82)
H (-28.92, -25.60, 40.79)
H (-27.89, -25.58, 38.47)
H (-27.71, -27.02, 39.23)
H (-25.80, -26.06, 38.32)
C (-20.55, -21.13, 43.96)
N (-21.34, -20.67, 45.17)
C (-20.48, -19.79, 46.06)
C (-22.59, -19.95, 44.60)
C (-21.85, -21.91, 46.03)
C (-20.95, -22.59, 47.02)
O (-19.73, -23.03, 46.44)
H (-20.02, -20.27, 43.54)
H (-21.18, -21.53, 43.16)
H (-19.82, -21.85, 44.33)
H (-21.13, -19.46, 46.87)
H (-20.25, -18.89, 45.48)
H (-19.62, -20.43, 46.27)
H (-23.15, -19.36, 45.33)
H (-23.22, -20.73, 44.17)
H (-22.29, -19.41, 43.70)
H (-22.33, -22.55, 45.29)
H (-22.70, -21.69, 46.68)
H (-21.49, -23.50, 47.28)
H (-20.87, -22.01, 47.94)
H (-19.18, -23.59, 47.00)
Br (-20.85, -22.84, 35.00)
Br (-22.80, -20.12, 40.80)
Br (-17.80, -26.48, 42.19)

2S+1: 2
⟨S²⟩: 0.752
charge: +4
HOMO energy (spin up / spin down): -15.3 / -15.3 eV

[6]
The following is a DFT calculation (ωB97M-V with the def2-TZVPD basis set) of the molecule CH5N7.

Positions of all 13 atoms, in Å:
C (0.13, 0.39, -0.37)
N (-1.35, 1.74, -1.29)
N (2.03, 1.09, -1.42)
N (-0.91, 0.58, -1.28)
N (1.24, 0.14, -1.37)
N (-0.14, -0.80, 0.41)
N (-0.28, -0.68, 1.67)
N (-0.69, -1.81, 2.21)
H (0.45, 1.22, 0.33)
H (-1.94, 1.98, -2.05)
H (2.89, 0.79, -1.94)
H (-0.72, -2.85, 1.89)
H (-0.73, -1.79, 3.21)

2S+1: 1
energy above the lowest of the compared OMol25 structures with the same formula, charge and spin: 34.67 kcal/mol
SMILES: [H]/N=N/C(/N=N/[H])/N=N/N
HOMO energy: -9.0 eV

Max |F|
In order: 1.6, 0.8, 3.5, 3.8, 3.3, 3.6
Unit: eV/A